<1>
{"formula": "C6H14N2", "method": "ωB97M-V with the def2-TZVPD basis set", "spin_multiplicity": 1, "lumo_energy_ev": 1.04, "orbital_gap_ha": 0.2698, "elements": ["C", "C", "C", "C", "C", "N", "N", "C", "H", "H", "H", "H", "H", "H", "H", "H", "H", "H", "H", "H", "H", "H"], "coordinates": [[0.13, 0.27, -0.80], [-0.46, -0.59, 0.16], [-2.39, -0.33, -0.61], [2.69, -1.38, 0.07], [1.75, -0.30, 0.50], [-0.13, 1.60, -0.82], [-2.88, 0.82, 0.16], [2.00, 0.58, 1.45], [0.48, -0.16, -1.73], [-0.91, 1.89, -0.21], [-0.16, 2.07, -1.72], [-3.01, 0.56, 1.13], [-3.78, 1.17, -0.16], [-0.74, -0.19, 1.12], [-0.32, -1.66, 0.07], [-2.43, -0.08, -1.67], [-2.90, -1.28, -0.45], [2.89, -1.31, -1.01], [2.26, -2.36, 0.26], [3.65, -1.33, 0.60], [2.97, 0.66, 1.94], [1.28, 1.36, 1.70]]}

<2>
{"formula": "C6H14N2", "method": "ωB97M-V with the def2-TZVPD basis set", "spin_multiplicity": 1, "lumo_energy_ev": 0.83, "orbital_gap_ha": 0.2608, "elements": ["C", "C", "C", "C", "N", "N", "C", "C", "H", "H", "H", "H", "H", "H", "H", "H", "H", "H", "H", "H", "H", "H"], "coordinates": [[-1.19, 0.27, -0.59], [1.34, 0.73, -0.28], [-1.70, 0.95, 0.64], [-1.13, -1.16, -0.66], [2.56, 0.33, 0.40], [-1.17, 1.03, -1.74], [1.48, -0.35, 1.06], [1.24, -1.73, 0.89], [2.94, 1.08, 0.98], [-0.88, 1.99, -1.64], [-0.81, 0.59, -2.57], [1.30, 0.34, -1.29], [1.00, 1.75, -0.15], [1.01, 0.15, 1.91], [-1.45, 0.37, 1.53], [-1.28, 1.95, 0.75], [-2.79, 1.06, 0.59], [-0.13, -1.56, -0.04], [-1.93, -1.66, -0.11], [-1.08, -1.56, -1.67], [0.73, -2.27, 1.68], [1.94, -2.29, 0.29]]}

Going by the energies, <2> is most stable and the next is 61.7 kJ/mol up.

<1>
{"formula": "C6H14N2", "method": "ωB97M-V with the def2-TZVPD basis set", "spin_multiplicity": 1, "lumo_energy_ev": 1.05, "orbital_gap_ha": 0.3417, "smiles": "C=CC[C@H](C)NCN", "elements": ["C", "C", "C", "C", "C", "N", "C", "N", "H", "H", "H", "H", "H", "H", "H", "H", "H", "H", "H", "H", "H", "H"], "coordinates": [[0.68, -3.00, -0.71], [0.90, -1.86, -1.43], [0.04, -0.60, -1.50], [-0.44, -0.29, -0.07], [-1.87, 0.20, 0.15], [0.55, 0.58, 0.65], [0.10, 1.89, 1.04], [1.29, 2.66, 1.48], [-0.09, -3.20, -0.10], [1.30, -3.84, -0.81], [1.77, -1.74, -2.05], [-0.88, -0.88, -2.15], [0.48, 0.22, -2.01], [-0.34, -1.25, 0.60], [-2.17, 1.20, -0.28], [-2.77, -0.19, -0.49], [-2.10, 0.00, 1.16], [1.44, 0.66, 0.25], [-0.33, 2.37, 0.12], [-0.69, 1.83, 1.96], [1.04, 3.07, 2.29], [2.10, 2.17, 1.90]]}

<2>
{"formula": "C6H14N2", "method": "ωB97M-V with the def2-TZVPD basis set", "spin_multiplicity": 1, "lumo_energy_ev": 0.52, "orbital_gap_ha": 0.2981, "elements": ["C", "C", "C", "C", "N", "C", "C", "N", "H", "H", "H", "H", "H", "H", "H", "H", "H", "H", "H", "H", "H", "H"], "coordinates": [[-1.66, 0.85, -1.05], [-1.19, 0.32, 0.27], [-0.85, -1.11, 0.40], [0.55, -1.56, -0.33], [3.24, 1.20, 0.43], [2.43, 0.03, 0.16], [1.41, -0.49, -0.84], [-2.10, 0.72, 1.22], [-1.02, 0.27, -1.85], [-2.78, 0.57, -1.32], [-1.62, 1.99, -1.15], [-0.21, 0.69, 0.38], [-0.73, -1.20, 1.52], [-1.76, -1.77, 0.20], [0.97, -2.22, 0.46], [0.35, -2.10, -1.25], [3.30, 2.00, -0.25], [2.06, 1.12, 0.55], [2.59, -0.64, 0.92], [1.66, -0.53, -1.87], [-2.12, 0.24, 2.21], [-2.53, 1.61, 1.19]]}

Going by the energies, <1> is most stable and the next is 294.5 kJ/mol up.

<1>
{"formula": "C6H14N2", "method": "ωB97M-V with the def2-TZVPD basis set", "spin_multiplicity": 1, "lumo_energy_ev": 0.72, "orbital_gap_ha": 0.3375, "elements": ["C", "C", "C", "C", "N", "H", "H", "H", "H", "H", "H", "H", "H", "H", "C", "C", "N", "H", "H", "H", "H", "H"], "coordinates": [[-0.88, 1.14, 0.76], [2.57, -0.32, -1.23], [-0.90, 1.90, -0.56], [1.89, -0.64, 0.05], [2.15, -0.96, 1.17], [0.74, -0.93, 1.89], [-1.80, 1.34, 1.32], [-0.06, 1.49, 1.38], [3.64, -0.47, -1.14], [2.38, 0.72, -1.51], [2.18, -0.95, -2.03], [-0.02, 1.67, -1.17], [-0.91, 2.98, -0.38], [-1.79, 1.67, -1.16], [-1.79, -1.08, -0.22], [-0.76, -0.37, 0.63], [-0.38, -0.98, 1.80], [-0.57, -1.98, 1.78], [0.51, -0.45, -0.09], [-1.56, -2.14, -0.31], [-2.78, -0.99, 0.24], [-1.85, -0.65, -1.22]]}

<2>
{"formula": "C6H14N2", "method": "ωB97M-V with the def2-TZVPD basis set", "spin_multiplicity": 1, "lumo_energy_ev": 0.91, "orbital_gap_ha": 0.2991, "smiles": "C/C(=C\\N)C[C@H](C)N", "elements": ["C", "C", "C", "N", "C", "C", "C", "N", "H", "H", "H", "H", "H", "H", "H", "H", "H", "H", "H", "H", "H", "H"], "coordinates": [[0.49, -1.05, -1.91], [0.43, 0.08, -0.91], [1.58, 0.69, -0.49], [2.76, 0.76, -1.19], [-0.96, 0.29, -0.29], [-1.17, -0.49, 1.06], [-2.64, -0.12, 1.48], [-0.29, -0.11, 2.06], [-0.55, -1.34, -2.19], [1.05, -0.84, -2.82], [0.96, -1.82, -1.40], [1.55, 1.25, 0.48], [3.52, 1.44, -0.73], [2.69, 0.35, -2.13], [-1.75, 0.15, -0.96], [-1.03, 1.23, 0.04], [-1.12, -1.59, 1.05], [-3.53, -0.84, 1.42], [-2.63, 0.11, 2.47], [-3.14, 0.67, 0.84], [0.70, -0.41, 1.84], [-0.38, 0.71, 2.44]]}

Going by the energies, <1> is most stable and the next is 42.7 kJ/mol up.

<1>
{"formula": "C6H14N2", "method": "ωB97M-V with the def2-TZVPD basis set", "spin_multiplicity": 1, "lumo_energy_ev": 1.11, "orbital_gap_ha": 0.3642, "smiles": "C=CC[C@H](C)NCN", "elements": ["C", "C", "C", "C", "C", "N", "C", "N", "H", "H", "H", "H", "H", "H", "H", "H", "H", "H", "H", "H", "H", "H"], "coordinates": [[2.28, 1.96, 1.80], [1.52, 1.47, 0.84], [1.48, 0.02, 0.48], [0.08, -0.58, 0.49], [0.13, -2.11, 0.49], [-0.64, 0.01, -0.65], [-1.95, -0.49, -0.95], [-2.37, 0.12, -2.20], [2.90, 1.33, 2.43], [2.32, 3.02, 2.03], [0.86, 2.12, 0.27], [2.12, -0.57, 1.14], [1.94, -0.12, -0.51], [-0.45, -0.23, 1.37], [1.02, -2.47, -0.02], [0.27, -2.43, 1.52], [-0.81, -2.58, 0.22], [-0.09, -0.09, -1.50], [-2.02, -1.58, -1.09], [-2.62, -0.30, -0.10], [-3.28, -0.20, -2.50], [-2.38, 1.12, -2.09]]}

<2>
{"formula": "C6H14N2", "method": "ωB97M-V with the def2-TZVPD basis set", "spin_multiplicity": 1, "lumo_energy_ev": 0.95, "orbital_gap_ha": 0.3734, "smiles": "[H]/N=C\\[C@](C)(N)C(C)C", "elements": ["H", "N", "C", "C", "C", "N", "C", "C", "C", "H", "H", "H", "H", "H", "H", "H", "H", "H", "H", "H", "H", "H"], "coordinates": [[0.54, 1.60, -2.01], [0.95, 2.15, -1.25], [0.54, 1.73, -0.09], [-0.42, 0.54, 0.15], [-1.73, 0.78, -0.63], [-0.73, 0.49, 1.59], [0.31, -0.74, -0.33], [-0.35, -2.04, 0.12], [1.84, -0.75, 0.14], [0.86, 2.28, 0.81], [-1.77, 1.77, -1.08], [-1.87, 0.05, -1.43], [-2.62, 0.70, 0.01], [-1.19, 1.35, 1.88], [0.12, 0.39, 2.14], [0.35, -0.74, -1.43], [-1.39, -2.10, -0.20], [0.18, -2.91, -0.30], [-0.32, -2.15, 1.21], [1.89, -0.98, 1.21], [2.46, 0.12, -0.08], [2.34, -1.55, -0.41]]}

<3>
{"formula": "C6H14N2", "method": "ωB97M-V with the def2-TZVPD basis set", "spin_multiplicity": 1, "lumo_energy_ev": 1.01, "orbital_gap_ha": 0.3150, "smiles": "C=C(C[C@@H](C)N)NC", "elements": ["C", "C", "C", "C", "C", "N", "N", "C", "H", "H", "H", "H", "H", "H", "H", "H", "H", "H", "H", "H", "H", "H"], "coordinates": [[-2.15, -0.17, 0.45], [-0.82, -0.31, 0.78], [0.29, 0.55, 0.43], [0.29, 1.20, -1.11], [1.18, 2.33, -1.33], [0.61, 0.16, -2.06], [-0.53, -1.68, 1.10], [0.61, -2.06, 1.91], [-2.89, -0.92, 0.56], [-2.47, 0.71, -0.06], [1.30, 0.03, 0.65], [0.18, 1.37, 1.09], [-0.70, 1.41, -1.29], [2.05, 2.03, -0.72], [1.49, 2.55, -2.38], [0.93, 3.37, -0.93], [0.25, -0.78, -1.85], [1.55, 0.07, -2.39], [-1.34, -2.17, 1.03], [1.46, -1.33, 1.78], [0.85, -3.07, 1.49], [0.37, -1.93, 2.93]]}

<4>
{"formula": "C6H14N2", "method": "ωB97M-V with the def2-TZVPD basis set", "spin_multiplicity": 1, "lumo_energy_ev": 0.97, "orbital_gap_ha": 0.3674, "smiles": "C/C(CN)=N/C(C)C", "elements": ["C", "C", "C", "N", "N", "C", "C", "C", "H", "H", "H", "H", "H", "H", "H", "H", "H", "H", "H", "H", "H", "H"], "coordinates": [[1.60, -2.02, -0.02], [0.60, -0.94, 0.26], [-0.46, -1.34, 1.27], [-1.48, -2.11, 0.57], [0.70, 0.14, -0.38], [-0.19, 1.27, -0.27], [-0.75, 1.54, -1.66], [0.64, 2.47, 0.22], [2.23, -1.74, -0.85], [2.21, -2.19, 0.86], [1.06, -2.93, -0.25], [-0.86, -0.45, 1.78], [-0.01, -1.98, 2.03], [-1.89, -1.55, -0.17], [-2.23, -2.37, 1.21], [-1.03, 1.11, 0.43], [-1.40, 2.41, -1.64], [0.07, 1.71, -2.36], [-1.32, 0.68, -2.01], [1.47, 2.63, -0.46], [1.03, 2.27, 1.21], [0.02, 3.36, 0.25]]}

Going by the energies, <4> is most stable and the next is 29.7 kJ/mol up.

<1>
{"formula": "H10O5", "method": "ωB97M-V with the def2-TZVPD basis set", "spin_multiplicity": 1, "lumo_energy_ev": 0.64, "orbital_gap_ha": 0.3781, "smiles": "O.O.O.O.O", "elements": ["O", "H", "H", "O", "H", "H", "O", "H", "H", "O", "H", "H", "O", "H", "H"], "coordinates": [[0.33, 1.42, 1.54], [1.25, 1.21, 1.72], [0.26, 2.36, 1.76], [3.89, -2.59, -0.45], [3.74, -1.64, -0.51], [4.78, -2.71, -0.80], [-1.17, 0.20, 1.12], [-1.86, 0.08, 0.45], [-1.44, -0.39, 1.84], [-1.41, 1.68, -0.37], [-1.22, 2.63, -0.28], [-2.18, 1.65, -0.96], [-1.30, -1.13, -1.71], [-1.91, -1.31, -2.43], [-1.75, -1.47, -0.93]]}

<2>
{"formula": "H10O5", "method": "ωB97M-V with the def2-TZVPD basis set", "spin_multiplicity": 1, "lumo_energy_ev": 0.21, "orbital_gap_ha": 0.4223, "smiles": "O.O.O.O.O", "elements": ["O", "H", "H", "O", "H", "H", "O", "H", "H", "O", "H", "H", "O", "H", "H"], "coordinates": [[3.32, -1.13, 0.89], [4.26, -1.09, 1.00], [3.00, -1.60, 1.66], [-0.32, -0.20, -0.28], [0.37, -0.75, 0.08], [0.04, 0.12, -1.11], [-4.63, -2.18, -0.80], [-3.77, -2.03, -1.21], [-4.46, -2.15, 0.14], [4.13, 2.31, -0.54], [3.80, 1.45, -0.26], [4.28, 2.21, -1.48], [-3.41, 1.83, 0.99], [-3.97, 1.88, 0.22], [-2.65, 1.32, 0.70]]}

<3>
{"formula": "H10O5", "method": "ωB97M-V with the def2-TZVPD basis set", "spin_multiplicity": 1, "lumo_energy_ev": 0.59, "orbital_gap_ha": 0.4248, "smiles": "O.O.O.O.O", "elements": ["O", "H", "H", "O", "H", "H", "O", "H", "H", "O", "H", "H", "O", "H", "H"], "coordinates": [[2.54, -0.66, 1.25], [3.10, -1.33, 1.66], [2.30, -0.98, 0.37], [1.09, -1.04, -1.16], [1.58, -1.53, -1.83], [0.22, -1.46, -1.16], [-1.74, -0.22, -1.85], [-2.50, -0.22, -2.43], [-2.03, 0.27, -1.05], [-2.12, 0.05, 0.91], [-2.09, -0.86, 1.24], [-1.32, 0.49, 1.22], [0.15, 2.06, 0.93], [0.80, 1.40, 0.63], [0.67, 2.87, 0.81]]}

Going by the energies, <3> is most stable and the next is 47.8 kJ/mol up.

<1>
{"formula": "H10O5", "method": "ωB97M-V with the def2-TZVPD basis set", "spin_multiplicity": 1, "lumo_energy_ev": 0.37, "orbital_gap_ha": 0.3976, "smiles": "O.O.O.O.O", "elements": ["O", "H", "H", "O", "H", "H", "O", "H", "H", "O", "H", "H", "O", "H", "H"], "coordinates": [[-2.80, 1.19, 1.81], [-3.29, 0.57, 1.28], [-3.46, 1.58, 2.39], [2.33, -0.96, -3.34], [1.70, -1.39, -2.77], [3.16, -1.01, -2.86], [1.78, 1.03, -0.54], [2.29, 0.63, -1.24], [1.35, 1.78, -0.95], [-0.20, -0.99, -0.52], [0.03, -1.51, 0.25], [-1.01, -0.55, -0.28], [-0.64, -0.52, 2.24], [0.13, 0.05, 2.22], [-1.38, 0.09, 2.31]]}

<2>
{"formula": "H10O5", "method": "ωB97M-V with the def2-TZVPD basis set", "spin_multiplicity": 1, "lumo_energy_ev": 0.15, "orbital_gap_ha": 0.3817, "smiles": "O.O.O.O.O", "elements": ["O", "H", "H", "O", "H", "H", "O", "H", "H", "O", "H", "H", "O", "H", "H"], "coordinates": [[1.18, 0.61, 1.12], [0.53, 1.00, 1.71], [0.74, 0.15, 0.37], [-1.51, 1.94, -1.10], [-1.16, 2.65, -0.58], [-1.06, 2.17, -1.88], [-0.06, -0.39, -0.90], [-0.58, 0.40, -0.96], [-0.67, -0.86, -0.35], [2.63, -1.08, -0.92], [3.09, -0.77, -0.13], [1.74, -0.78, -0.95], [-1.29, -1.57, 1.25], [-2.05, -1.07, 1.57], [-1.53, -2.39, 1.73]]}

<3>
{"formula": "H10O5", "method": "ωB97M-V with the def2-TZVPD basis set", "spin_multiplicity": 1, "lumo_energy_ev": 0.05, "orbital_gap_ha": 0.3819, "smiles": "O.O.O.O.O", "elements": ["O", "H", "H", "O", "H", "H", "O", "H", "H", "O", "H", "H", "O", "H", "H"], "coordinates": [[-2.28, 1.84, 1.23], [-1.40, 1.50, 1.16], [-2.36, 2.54, 0.53], [2.30, -2.20, -1.22], [2.23, -1.35, -1.68], [3.23, -2.54, -1.11], [0.54, 1.99, 0.84], [0.63, 2.67, 0.22], [1.10, 2.24, 1.61], [-2.30, -1.28, -0.81], [-1.49, -1.00, -0.38], [-1.93, -2.04, -1.13], [0.25, -0.99, 0.31], [0.40, -0.06, 0.49], [1.09, -1.31, -0.06]]}

Going by the energies, <1> is most stable and the next is 11.0 kJ/mol up.